# 1
Below is 2 unconnected molecules or ions with the total composition C18H15N2O4 at a distorted geometry, with properties calculated with ωB97M-V/def2-TZVPD.

Results
Charge: -1
LUMO level (eV): 1.081
Calculated total energy (hartree): -1105.30536

Geometry (Å):
N  3.66431  1.48338  2.37645
O  3.79793  1.00634  1.24257
O  3.40381  0.87351  3.41153
O  -0.84827  -3.04296  3.44336
C  -1.46695  -2.90171  2.37010
O  -2.59424  -2.49312  2.03207
C  -0.61546  -3.26384  1.10619
C  -1.38685  -4.04933  0.01956
C  -1.49527  -3.09094  -1.10912
C  -0.81616  -1.89820  -0.78675
C  -0.76826  -0.83801  -1.68709
C  -1.39061  -0.98780  -2.93294
C  -2.07412  -2.17236  -3.25161
C  -2.11989  -3.23371  -2.34580
N  -0.31410  -1.97250  0.51161
C  0.28427  -1.00862  1.24048
C  0.82100  0.17579  0.70641
C  0.56541  1.41100  1.26648
C  0.80023  2.67378  0.61439
C  0.20650  3.86783  1.11449
C  0.37516  5.08381  0.46065
C  1.15112  5.15738  -0.70859
C  1.74662  3.99542  -1.21638
C  1.57964  2.76870  -0.57282
H  0.28811  -3.78411  1.43975
H  -0.78489  -4.92297  -0.25581
H  -2.35896  -4.40165  0.38432
H  -0.26412  0.07844  -1.39977
H  -1.34449  -0.17969  -3.65515
H  -2.56067  -2.26705  -4.22311
H  -2.62291  -4.16778  -2.58775
H  0.36806  -1.23104  2.31178
H  1.46366  0.09597  -0.17484
H  0.08321  1.43579  2.24943
H  -0.40072  3.80025  2.02469
H  -0.08950  5.98429  0.86320
H  1.29632  6.11135  -1.21111
H  2.35550  4.03611  -2.11949
H  2.06555  1.86824  -0.95136

---

# 2
Below is C18H15N3OS in the gas phase at a distorted geometry, with properties calculated with ωB97M-V/def2-TZVPD.

Results
Energy above the lowest of the compared OMol25 structures with the same formula, charge and spin (kJ/mol): 224.6
Charge: 0
LUMO level (eV): -0.251
Structure (SMILES): [H]/N=C\Cc1c(SC)c(O)c2nccc3c2c1Nc1ccccc1-3
Calculated total energy (hartree): -1332.57093

Geometry (Å):
H  0.89101  -2.27591  4.01284
N  0.12693  -2.81908  3.60484
C  0.38129  -2.78597  2.28350
C  1.41946  -1.85371  1.67724
C  1.01047  -1.20687  0.30872
C  1.57988  -1.69368  -0.91023
S  2.86379  -2.95005  -0.90288
C  4.34617  -2.33167  -1.87350
C  1.18384  -1.13872  -2.13415
O  1.66450  -1.73219  -3.31706
C  0.17225  -0.11034  -2.19987
N  -0.24365  0.32284  -3.35829
C  -1.18948  1.28852  -3.39980
C  -1.67576  1.85529  -2.30027
C  -1.29528  1.37569  -1.01372
C  -0.36944  0.29517  -0.95291
C  0.02813  -0.25384  0.31528
N  -0.41085  0.30492  1.54567
C  -1.26641  1.41459  1.47976
C  -1.77288  1.80006  2.72739
C  -2.68832  2.75539  2.83416
C  -3.17008  3.32436  1.67828
C  -2.79098  2.97222  0.34891
C  -1.77629  2.00867  0.30338
H  -0.46186  -3.20354  1.68109
H  2.30388  -2.48970  1.55244
H  1.69204  -1.02749  2.35117
H  4.97610  -1.87153  -1.08624
H  4.91648  -3.12033  -2.41366
H  4.12159  -1.46801  -2.58540
H  1.27392  -1.35099  -4.14145
H  -1.43905  1.57757  -4.41553
H  -2.31296  2.73193  -2.47284
H  -0.65153  -0.39590  2.20316
H  -1.44688  1.37102  3.67758
H  -3.09282  3.05048  3.77393
H  -3.67256  4.27150  1.75438
H  -3.22465  3.35931  -0.63592

---

- What is the calculated total energy in the second record?
  -1332.57093 hartree

---

- Which formula does entry 1 have?
  C18H15N2O4

---

- Which of these has the lowest calculated total energy?
  C18H15N3OS